Entry 1:
The following is a quantum chemistry calculation of C35H43N4NaO3PS as an isolated structure, from the OMol25 dataset.

Results
highest occupied orbital energy: -4.265 eV
HOMO-LUMO gap: 6.4 eV
calculated total energy: -73640.8794 eV
charge: -1
LUMO level: 2.15 eV
largest force on an atom: 0.008 Eh/bohr

Last column: Löwdin charge in e.
Cartesian coordinates (Å):
S1 3.1532 0.0208 1.0467  0.684
P1 0.8028 -2.4084 -0.3381  0.989
Na1 0.0688 0.3915 0.4854  0.183
O1 -0.4048 -0.0728 2.5268  -0.062
O2 1.1780 2.0817 -0.3046  -0.079
O3 -1.5784 0.9026 -1.3778  -0.102
N1 3.3600 2.6003 0.2496  0.079
N2 -2.3810 -1.8364 1.2146  0.068
N3 -2.1913 -0.7583 0.5861  0.066
N4 5.1257 1.2635 -0.2467  -0.139
C1 2.2942 -4.7075 0.5812  -0.149
C2 -0.6457 -1.2428 2.8948  -0.377
C3 1.6746 4.2795 0.4211  -0.121
C4 0.3388 4.6487 0.3162  -0.022
C5 2.2131 6.5295 1.1018  -0.097
C6 2.0681 2.8524 0.1078  -0.463
C7 5.1116 2.5927 -2.3564  -0.074
C8 -0.9929 -3.9366 3.8875  -0.195
C9 0.8765 6.8914 0.9926  -0.110
C10 1.6227 -3.3978 0.9821  -0.402
C11 -1.9824 -6.1420 3.7430  -0.117
C12 -2.6034 -4.4294 2.1564  -0.049
C13 0.0589 -1.7570 4.0695  0.002
C14 5.7020 2.3956 -0.9641  -0.218
C15 -1.1299 -5.2540 4.3534  -0.060
C16 -4.4001 -1.1701 -0.4616  -0.028
C17 -2.8077 0.3368 -1.4653  -0.238
C18 -3.7008 0.5823 -2.4989  -0.030
C19 -2.7223 -5.7121 2.6340  -0.106
C20 -5.2945 -0.9201 -1.4933  -0.108
C21 5.9092 0.0458 -0.1639  -0.267
C22 -1.7380 -3.4938 2.7692  -0.128
C23 5.7772 -0.8343 -1.4000  -0.073
C24 3.8790 1.3608 0.2959  -0.758
C25 1.9449 -1.1318 -2.5519  -0.168
C26 -0.4135 -3.6225 -1.0098  -0.403
C27 -0.0952 -3.0145 4.5227  -0.045
C28 -3.1509 -0.5608 -0.4387  -0.189
C29 -1.1603 -3.0641 -2.2167  -0.147
C30 -1.1645 1.7838 -2.4076  -0.064
C31 -4.9407 -0.0497 -2.5086  -0.107
C32 2.0913 -2.3605 -1.6615  -0.427
C33 -0.0598 5.9464 0.6012  -0.091
C34 2.6088 5.2312 0.8193  -0.033
C35 -1.5695 -2.1526 2.2710  -0.179
H1 2.3490 -2.7231 1.4433  0.041
H2 6.3023 -1.7806 -1.2517  0.073
H3 6.7781 2.2225 -1.0289  0.108
H4 6.9563 0.3322 -0.0229  0.108
H5 1.5734 -5.4257 0.1870  0.057
H6 -6.2654 -1.3995 -1.4974  0.093
H7 4.7256 -1.0487 -1.5941  0.044
H8 -5.6289 0.1569 -3.3193  0.094
H9 -1.6051 -2.0930 -1.9878  0.049
H10 3.0567 -4.5450 -0.1838  0.058
H11 -2.0770 -7.1569 4.1083  0.088
H12 -0.4879 -2.9283 -3.0684  0.057
H13 3.0469 -2.3127 -1.1310  0.041
H14 0.0655 -4.5716 -1.2696  0.068
H15 -1.1168 -3.8305 -0.1968  0.055
H16 2.9494 7.2620 1.4104  0.094
H17 -0.1709 2.1150 -2.1180  0.074
H18 0.9705 -1.1035 -3.0468  0.052
H19 0.8556 -3.5771 1.7403  0.056
H20 0.4681 -3.3643 5.3825  0.106
H21 -4.6505 -1.8390 0.3499  0.101
H22 6.1991 -0.3502 -2.2831  0.062
H23 2.0964 -3.2849 -2.2492  0.079
H24 2.0375 -0.2224 -1.9529  0.048
H25 2.7832 -5.1765 1.4376  0.065
H26 -0.3814 3.8984 0.0161  0.109
H27 -1.1297 1.2674 -3.3719  0.097
H28 -1.1061 6.2161 0.5212  0.096
H29 -1.9634 -3.7322 -2.5347  0.069
H30 5.5395 3.2979 -0.3735  0.104
H31 0.5674 7.9053 1.2170  0.092
H32 -3.1750 -4.1203 1.2929  0.093
H33 3.6446 4.9329 0.9045  0.100
H34 -3.3961 -6.3982 2.1336  0.092
H35 5.5596 3.4610 -2.8463  0.068
H36 -0.5385 -5.5573 5.2111  0.103
H37 -3.4418 1.2610 -3.2996  0.097
H38 4.0387 2.7619 -2.2793  0.067
H39 0.7436 -1.0549 4.5294  0.114
H40 -1.8351 2.6457 -2.4824  0.097
H41 5.2785 1.7191 -2.9879  0.059
H42 5.5837 -0.4943 0.7220  0.058
H43 2.7133 -1.1078 -3.3301  0.065

***

Entry 2:
The following is a quantum chemistry calculation of C35H43N9STi as an isolated structure at a distorted geometry, from the OMol25 dataset.

Results
highest occupied orbital energy (spin up / spin down): -5.440 / -6.921 eV
HOMO-LUMO gap (spin up / spin down): 5.7 / 7.2 eV
energy relative to the best compared isomer or geometry (same formula, charge and spin): 0.792 eV
calculated total energy: -84355.7992 eV
2S+1: 3
LUMO level (spin up / spin down): 0.30 / 0.29 eV
<S²>: 2.008
largest force on an atom: 0.036 Eh/bohr

Last column: Löwdin spin population.
Cartesian coordinates (Å):
Ti1 0.2639 0.7237 0.2880  1.675
S1 -1.8335 -0.1058 1.5713  0.023
N1 0.4215 2.4770 1.3742  0.018
N2 1.6286 0.1061 1.6363  0.010
N3 -2.1232 2.4162 -3.2493  0.001
N4 3.1330 0.5597 -0.8944  0.018
N5 0.3276 2.4094 2.7220  0.016
N6 1.8993 1.1546 -0.9453  0.014
N7 -2.8176 2.9317 -1.1220  0.002
N8 -3.9389 -0.3208 -0.3627  0.002
N9 -1.0908 1.3725 -1.3773  0.017
C1 5.0821 -0.9747 2.5173  0.001
C2 -1.2697 -1.8044 -2.5561  0.000
C3 2.6823 -3.1917 0.2596  0.000
C4 -1.9692 2.2048 -1.8863  0.004
C5 0.2664 -1.2060 4.8586  0.001
C6 4.9800 -0.5536 0.2013  0.002
C7 1.9212 1.8864 -2.0644  0.048
C8 0.4345 4.5516 2.2429  0.003
C9 -1.9919 -3.8475 1.9724  0.000
C10 3.6746 -0.0884 0.3076  0.001
C11 2.9831 -0.1814 1.5306  0.005
C12 -1.1930 -0.1619 6.6538  0.002
C13 3.1296 1.7430 -2.7549  0.005
C14 3.8701 0.9011 -1.9802  0.036
C15 0.3207 -3.4788 1.0409  0.000
C16 1.1969 -2.9599 0.1050  0.001
C17 5.7059 -1.0307 1.2804  -0.001
C18 -0.4044 -0.0955 5.3662  0.010
C19 0.4958 3.7614 1.0843  0.018
C20 0.9481 -1.1477 3.6554  0.010
C21 -1.0613 -3.3998 0.8733  0.000
C22 -4.1429 3.3124 -1.6195  0.000
C23 -0.3613 1.0746 4.6245  -0.001
C24 7.1156 -1.5554 1.1110  0.000
C25 0.3347 3.6362 3.2619  0.012
C26 -1.5515 -2.8801 -0.3117  0.001
C27 0.6699 -2.3000 -1.0135  0.003
C28 -1.5963 1.4452 -4.1856  0.001
C29 -2.6564 3.0431 0.3222  0.004
C30 -0.7004 -2.3276 -1.2632  0.001
C31 3.7698 -0.5599 2.6319  -0.002
C32 0.9905 0.0243 2.8960  0.008
C33 0.3192 1.1334 3.4256  0.009
C34 -2.0755 3.7938 -3.7374  0.000
C35 -3.0927 -0.2322 0.4296  0.005
H1 0.4762 5.6251 2.3260  0.000
H2 -0.8984 1.9509 4.9769  0.000
H3 5.4705 -0.5532 -0.7625  0.000
H4 1.4579 -2.0226 3.2692  0.000
H5 -1.0450 0.7339 7.2610  0.000
H6 -3.5516 2.6652 0.8147  0.000
H7 7.5591 -1.7951 2.0788  0.000
H8 -1.1206 3.9848 -4.2379  0.000
H9 -2.1702 4.4906 -2.9102  0.000
H10 -2.2631 -0.2480 6.4549  0.001
H11 7.7631 -0.8245 0.6198  0.000
H12 -2.1378 -1.1679 -2.3646  0.000
H13 0.5910 4.0622 0.0524  0.002
H14 -2.6213 -2.8682 -0.4910  0.000
H15 -1.8774 -4.9142 2.1888  0.000
H16 -4.1968 4.3659 -1.9072  0.000
H17 0.7215 -3.9776 1.9243  0.000
H18 1.0743 2.5058 -2.3051  0.003
H19 -1.6000 -2.6357 -3.1861  0.000
H20 5.6268 -1.2681 3.4105  0.000
H21 -0.8971 -1.0251 7.2503  0.000
H22 -2.0296 1.6505 -5.1650  0.000
H23 -2.8770 3.9891 -4.4521  0.000
H24 -0.5022 1.4900 -4.2840  0.000
H25 0.2964 3.7691 4.3322  0.001
H26 -4.8594 3.1363 -0.8197  0.000
H27 3.0742 -2.7868 1.1971  0.000
H28 -4.4248 2.6986 -2.4683  0.000
H29 3.2458 -2.7414 -0.5567  0.000
H30 -1.8889 0.4416 -3.8971  0.000
H31 0.2418 -2.1410 5.4128  0.000
H32 -1.7746 -3.2920 2.8868  0.000
H33 -0.5169 -1.2473 -3.1209  0.000
H34 3.3131 -0.5369 3.6107  0.000
H35 1.3412 -1.8712 -1.7510  0.001
H36 7.1358 -2.4647 0.5049  0.000
H37 4.8751 0.5496 -2.1234  0.003
H38 -2.4991 4.0844 0.6117  0.000
H39 -1.8273 2.4450 0.6656  0.003
H40 -0.5956 0.9439 -2.1531  0.004
H41 -3.0323 -3.6559 1.7100  0.000
H42 3.4250 2.1999 -3.6867  0.000
H43 2.8848 -4.2657 0.2552  0.000

***

Entry 3:
The following is a quantum chemistry calculation of C35H44As3N2NiO3 as an isolated structure, from the OMol25 dataset.

Results
highest occupied orbital energy (spin up / spin down): -4.563 / -4.654 eV
HOMO-LUMO gap (spin up / spin down): 7.0 / 7.1 eV
energy relative to the best compared isomer or geometry (same formula, charge and spin): 0.000 eV
calculated total energy: -269692.7199 eV
2S+1: 3
charge: -1
LUMO level (spin up / spin down): 2.49 / 2.48 eV
<S²>: 2.007
largest force on an atom: 0.004 Eh/bohr

Last column: Löwdin spin population.
Cartesian coordinates (Å):
As1 -1.6394 1.0703 0.9916  0.029
As2 -0.9107 1.7149 -4.1806  0.000
As3 -0.2068 -1.5285 -1.0940  0.003
Ni1 0.8067 -0.1773 2.1696  1.704
O1 -0.3011 -0.2832 3.8305  0.054
O2 5.1110 -0.5318 1.1025  0.001
O3 2.7691 -0.9266 1.9537  0.059
N1 1.6481 -2.8564 1.3970  0.004
N2 0.6177 -2.2008 2.0504  0.027
C1 -2.9949 1.3415 2.3758  0.002
C2 -1.2727 -1.1159 4.0038  0.005
C3 -2.5178 0.2861 -1.8761  0.000
C4 2.7042 -2.0875 1.3911  0.007
C5 -3.3881 -1.6164 5.1338  0.000
C6 -2.4940 -3.2065 3.6031  -0.001
C7 6.1516 -3.4693 -0.7313  0.000
C8 2.3545 2.3395 -1.4240  -0.001
C9 -1.9256 -1.1255 -2.0042  0.001
C10 1.2758 1.7693 2.1062  0.047
C11 1.7580 2.4396 0.9376  0.013
C12 -2.4536 2.7620 -4.8107  0.000
C13 1.7309 4.5898 2.0925  -0.004
C14 5.0459 -1.7565 0.5577  0.000
C15 -1.5176 1.3623 -2.3244  0.000
C16 3.9277 -3.8357 0.0721  0.001
C17 1.9842 1.7171 -0.2651  0.007
C18 -0.4690 -3.4689 -1.1966  0.001
C19 1.0291 -1.4008 -2.6174  0.000
C20 1.9656 3.8432 0.9120  0.002
C21 -2.3087 -0.7924 4.9223  0.004
C22 1.2923 3.9531 3.2192  0.001
C23 -1.4299 2.9720 0.5604  0.003
C24 5.0316 -4.2911 -0.6240  0.000
C25 -1.2868 0.1179 -5.2689  0.000
C26 1.0575 2.5573 3.2163  0.003
C27 3.9103 -2.5750 0.6690  0.002
C28 -0.3207 -2.9180 2.5295  0.000
C29 2.3603 4.4671 -0.2992  0.000
C30 -1.3895 -2.3831 3.3505  0.001
C31 -3.8055 0.3384 -2.7088  0.001
C32 -3.5053 -2.8400 4.4646  0.001
C33 -2.9551 0.5832 -0.4209  0.012
C34 2.5396 3.7406 -1.4419  0.001
C35 6.1607 -2.2182 -0.1487  0.000
H1 -3.6323 0.0674 -3.7494  0.000
H2 0.4469 -3.9619 -0.8738  0.000
H3 -2.2600 3.0830 -5.8345  0.000
H4 -3.3828 2.1949 -4.7829  0.000
H5 -0.6994 3.1226 -0.2314  0.000
H6 -1.2750 -3.7548 -0.5202  0.000
H7 7.0205 -1.5648 -0.2226  0.000
H8 -2.5565 3.6506 -4.1878  0.000
H9 -2.3068 -0.2501 -5.1845  0.000
H10 -1.8187 -1.3976 -3.0579  0.000
H11 -4.1578 -1.3115 5.8347  0.000
H12 -4.2440 1.3393 -2.6826  0.000
H13 -2.2179 0.1521 5.4450  0.000
H14 0.7016 -2.0209 -3.4532  0.000
H15 -0.7255 -3.7715 -2.2137  0.000
H16 2.8287 4.2326 -2.3629  0.000
H17 0.6730 2.0981 4.1221  0.001
H18 -4.5395 -0.3600 -2.2990  0.000
H19 -2.5352 -4.1691 3.1016  0.000
H20 -2.6374 -1.8356 -1.5701  0.000
H21 -2.4878 1.6721 3.2817  0.000
H22 -2.3941 3.3955 0.2703  0.001
H23 -0.5905 -0.6790 -5.0222  0.000
H24 3.0422 -4.4486 0.1751  0.000
H25 7.0250 -3.8101 -1.2750  0.000
H26 -0.5908 1.2452 -1.7528  0.000
H27 1.1097 4.5243 4.1239  0.000
H28 -1.9051 2.3460 -2.0378  0.000
H29 -1.1077 0.4153 -6.3035  0.000
H30 2.5056 5.5427 -0.3051  0.000
H31 -3.4964 0.3989 2.5916  0.000
H32 4.2371 -0.3864 1.5522  0.000
H33 2.0066 -1.7479 -2.2788  0.000
H34 -3.4916 -0.2884 -0.0289  0.000
H35 -0.2842 -3.9963 2.3600  0.001
H36 1.1319 -0.3647 -2.9440  0.000
H37 -3.6734 1.4106 -0.4420  0.002
H38 -1.0618 3.4734 1.4567  0.000
H39 1.8940 5.6624 2.0806  0.000
H40 -3.7236 2.0904 2.0597  0.001
H41 5.0245 -5.2732 -1.0789  0.000
H42 1.8497 0.6397 -0.2420  0.004
H43 -4.3529 -3.4902 4.6361  0.000
H44 2.5122 1.7660 -2.3299  0.000